{
  "formula": "CH2ClNOP2",
  "method": "ωB97M-V/def2-TZVPD",
  "smiles": "O=C=N[PH2]=PCl",
  "relative_energy_kcal_mol": 0.00,
  "e_homo_ev": -8.31,
  "fmax_ev_per_a": 3.76,
  "energy_ev": -35706.026,
  "homo_lumo_gap_ev": 8.252,
  "elements": ["O", "C", "N", "P", "P", "Cl", "H", "H"],
  "positions_angstrom": [[0.999856, 3.082938, -0.322728], [0.704912, 2.007699, 0.027455], [0.470304, 0.836333, 0.203627], [0.080149, -0.845034, 0.106164], [-1.545057, -1.822262, 0.879635], [-2.678908, -0.884260, -0.537363], [0.688816, -0.980859, -1.151006], [1.279930, -1.394553, 0.794217]],
  "atomic_forces_ev_per_a": [[-0.3, -0.1, 0.8], [0.0, -1.5, -1.3], [-0.4, 0.4, 0.6], [3.5, 0.3, 1.3], [0.8, 0.0, 0.3], [-1.3, 0.5, -1.0], [-0.9, -0.2, -0.4], [-1.4, 0.5, -0.3]],
  "mulliken_charge": [-0.41, 0.63, -0.35, 0.13, 0.01, -0.26, 0.14, 0.10]
}